No. 1
Entry from OMol25: a molecular structure, C18H29O2SiV in a non-equilibrium geometry (ωB97M-V with the def2-TZVPD basis set).

## Properties
Total charge ... -2
LUMO level (alpha / beta) ... 4.83 / 4.83 eV
Multiplicity ... 3

Structure (XYZ):
```
51
Properties=species:S:1:pos:R:3:forces:R:3
V 0.082045 -0.176043 0.280829 0.17 0.41 -0.67
C 0.728749 -2.179196 1.353061 -0.41 -0.91 -0.26
C -0.706078 -2.239967 1.360105 0.24 -1.04 -0.80
C -1.154787 -2.285704 0.010434 0.79 -0.80 0.95
H -1.359588 -2.330430 2.222360 0.24 0.39 -0.17
C -0.005388 -2.301178 -0.838579 0.43 -0.82 0.62
C 1.157386 -2.224264 -0.013044 -1.20 -1.49 0.35
H 2.184653 -2.347987 -0.336300 -0.25 0.29 0.05
H 1.396326 -2.245786 2.214008 -0.31 0.33 -0.25
H -2.194450 -2.367460 -0.291886 0.30 0.30 -0.06
H -0.009116 -2.464159 -1.916743 0.00 0.59 0.44
C 1.587811 1.722584 0.767166 0.99 -0.10 -0.53
C 2.256285 0.486055 0.486036 0.13 1.34 -0.22
C 2.038659 0.195936 -0.912603 0.25 1.65 -0.53
H 2.917778 -0.048589 1.161205 -0.30 -0.01 -0.06
C 1.247966 1.244723 -1.456460 1.52 0.39 0.15
C 0.918505 2.148922 -0.405155 0.78 -0.20 -0.21
H 0.313146 3.048329 -0.504410 0.09 -0.29 0.05
H 1.645247 2.296422 1.696504 -0.33 -0.55 -0.24
H 2.516515 -0.583355 -1.504217 -0.33 0.23 0.27
H 1.051094 1.396074 -2.517102 -0.51 -0.46 0.41
O -1.036609 0.143560 -1.133344 -1.92 0.62 -0.99
C -0.737942 0.218660 -4.231686 1.17 0.22 1.06
C -1.934787 0.391971 -3.420836 0.15 0.11 0.22
C -0.270927 -1.129244 -4.593808 0.17 0.50 0.39
C -0.180345 1.360888 -4.989624 -0.02 -0.54 0.71
C -1.822965 0.965572 -1.975909 0.76 -0.70 0.88
H -2.455149 -0.572868 -3.326217 -0.19 -0.01 0.06
H -2.604137 1.096566 -3.947574 -0.75 0.31 -0.08
H -1.422457 1.996239 -1.966350 -0.03 -0.04 -0.29
H -2.832144 0.999684 -1.526232 -0.13 0.19 -0.20
H -0.788167 -1.520178 -5.489547 -0.29 -0.64 -0.76
H -0.414020 -1.855814 -3.782854 -0.01 0.05 -0.28
H 0.800012 -1.105206 -4.844722 0.01 -0.22 -0.02
H -0.654533 1.465213 -5.982972 -0.30 0.37 -0.94
H 0.893362 1.207317 -5.176275 -0.02 0.22 -0.05
H -0.310465 2.315606 -4.462374 0.07 -0.05 -0.16
C 1.679885 0.289212 4.247525 0.15 0.35 0.26
Si -0.130264 0.463933 3.694722 0.34 -1.24 -2.67
C -0.809178 -1.096337 4.545954 -0.27 0.07 0.26
C -1.006721 1.948142 4.411098 -0.18 0.48 0.44
O -0.265559 0.431217 2.050873 -0.92 0.54 3.46
H 1.743364 0.365103 5.345920 0.04 0.04 -0.17
H 2.351666 1.037514 3.811212 -0.05 -0.10 0.04
H 2.056962 -0.711400 3.978363 -0.21 0.34 -0.06
H -0.681512 -1.029406 5.640840 -0.06 0.03 -0.23
H -1.877273 -1.230683 4.338138 0.09 -0.10 0.04
H -0.268370 -1.994083 4.210444 -0.16 0.30 -0.01
H -0.605675 2.907671 4.065313 0.04 -0.18 -0.09
H -2.071626 1.935757 4.146709 0.17 -0.10 -0.08
H -0.957178 1.960460 5.508028 0.04 -0.05 -0.05
```
Forces are in eV/Å.

Atom charges from the Mulliken analysis, given in e for atoms 1 to 8: 1.23 -0.53 -0.19 -0.90 0.36 0.05 -1.02 0.53

***

No. 2
Entry from OMol25: a molecular structure, C28H59GeNaO4Si3Te in a non-equilibrium geometry (ωB97M-V with the def2-TZVPD basis set).

## Properties
Total charge ... -1
LUMO level (alpha / beta) ... 2.07 / 0.69 eV
Multiplicity ... 2

Structure (XYZ):
```
97
Properties=species:S:1:pos:R:3:forces:R:3
Na 0.823471 0.168367 0.697992 -0.41 -0.17 -0.34
C 4.108056 1.409391 -1.247729 -0.07 -0.10 0.06
C 3.408113 2.583273 -0.549241 0.02 -0.08 0.18
C 2.867263 3.570693 -1.581545 -0.03 0.05 -0.01
C 4.442964 3.316977 0.317137 0.00 -0.03 0.10
O 2.309446 2.100504 0.219859 0.20 0.06 -0.19
Ge 2.352035 1.977106 2.127003 0.14 0.22 0.24
O 0.485970 1.729238 2.122297 -0.07 0.48 0.21
C -0.471299 2.791348 2.096531 0.09 -0.06 -0.10
C -1.227230 2.725231 0.766305 0.11 -0.07 -0.09
C 0.180067 4.172920 2.235364 0.15 -0.02 -0.02
C -1.432562 2.556777 3.256148 -0.16 0.04 0.08
O 2.533532 0.078384 2.047827 0.42 0.11 0.30
C 3.505646 -0.670368 2.764624 -0.12 0.10 0.03
C 2.801223 -1.891689 3.346413 -0.14 -0.08 0.04
C 4.603301 -1.123334 1.802543 0.05 0.07 -0.10
C 4.148029 0.125505 3.905684 -0.07 0.12 0.05
H 5.026747 1.733674 -1.754013 -0.14 -0.03 0.06
H 3.447737 0.947644 -1.989027 0.03 0.05 0.08
H 4.363353 0.647598 -0.501818 -0.01 0.13 -0.13
H 3.673081 3.962177 -2.213200 -0.08 -0.03 0.05
H 2.376620 4.405309 -1.071603 0.05 -0.04 -0.04
H 2.126805 3.089331 -2.224538 0.02 -0.01 0.02
H 5.238188 3.722114 -0.315239 -0.03 -0.01 0.01
H 4.899383 2.640670 1.051213 -0.06 0.11 -0.12
H 3.975867 4.142070 0.865631 0.06 -0.10 -0.06
H -0.542586 2.941311 -0.065075 -0.13 -0.04 0.15
H -2.055408 3.444650 0.738972 0.10 -0.09 0.01
H -1.640220 1.718589 0.617668 0.03 0.13 0.01
H 0.896529 4.351907 1.420400 -0.16 -0.06 0.16
H 0.710889 4.263114 3.190337 -0.07 -0.01 -0.13
H -0.589573 4.949868 2.190312 0.05 -0.05 0.01
H -1.967956 1.611389 3.126397 0.12 0.32 -0.01
H -2.165139 3.369872 3.320162 0.04 -0.07 0.01
H -0.873022 2.508110 4.196262 -0.06 0.01 -0.08
H 2.394251 -2.508272 2.539322 0.03 0.06 0.08
H 1.967140 -1.572604 3.983640 0.15 -0.05 -0.10
H 3.491711 -2.501372 3.941008 -0.08 0.04 -0.06
H 4.162164 -1.663715 0.961325 0.03 0.03 0.05
H 5.319336 -1.781687 2.305152 -0.03 0.04 -0.03
H 5.145500 -0.255021 1.410094 -0.06 -0.11 0.05
H 3.382475 0.502233 4.594035 0.10 -0.06 -0.09
H 4.709614 0.985758 3.526218 -0.06 -0.10 0.05
H 4.835023 -0.517324 4.464352 -0.03 0.03 -0.03
C 1.856031 -2.311855 -0.819506 -0.21 0.11 0.25
O 0.661485 -1.706321 -0.317933 0.61 -0.88 -0.53
Si -0.707332 -2.661374 0.110271 0.18 0.04 0.01
C -0.715384 -4.087491 -1.119273 0.14 -0.25 -0.43
C -0.215983 -3.491299 1.722390 0.01 -0.13 0.37
C -2.094131 -1.580357 0.183239 0.09 0.02 0.24
Si -3.114245 -1.402105 -1.276637 -0.15 -0.01 -0.24
C -4.792293 -2.256905 -1.124761 -0.42 -0.17 0.07
C -2.356392 -2.188247 -2.819609 0.25 0.02 -0.38
C -3.536685 0.370828 -1.731999 -0.13 0.39 -0.17
Si -2.943497 -1.343189 1.751553 -0.06 0.12 0.20
C -4.255517 0.009601 1.642968 -0.29 0.28 -0.07
C -1.857682 -0.868031 3.229305 0.26 0.00 0.16
C -3.908859 -2.849857 2.364343 -0.19 -0.31 0.05
H 1.717736 -2.677671 -1.842501 -0.06 0.03 0.06
H 2.183521 -3.154201 -0.189828 -0.08 0.15 -0.07
H 2.653959 -1.561044 -0.832364 -0.11 -0.06 0.01
H 0.023556 -4.852375 -0.845055 -0.10 0.09 -0.01
H -0.505938 -3.763723 -2.150626 -0.01 -0.28 0.43
H -1.710824 -4.555147 -1.118309 0.25 0.04 0.01
H 0.641337 -4.163272 1.571111 -0.13 0.11 0.05
H -1.050156 -4.096287 2.116617 0.29 0.15 -0.12
H 0.057081 -2.757934 2.490084 -0.05 -0.16 -0.10
H -4.643099 -3.291124 -0.779651 -0.09 0.18 -0.11
H -5.340430 -2.283332 -2.080353 0.13 0.02 0.20
H -5.430911 -1.750272 -0.383846 0.12 -0.23 -0.26
H -2.569286 -3.266698 -2.845754 0.02 0.31 -0.07
H -1.258871 -2.075640 -2.842146 -0.39 0.11 -0.12
H -2.758070 -1.733765 -3.736485 0.02 -0.06 0.15
H -4.021854 0.890018 -0.893943 0.10 -0.10 -0.24
H -4.219365 0.396044 -2.596411 0.13 0.04 0.15
H -2.628946 0.934034 -1.990608 -0.21 -0.06 0.05
H -3.832656 0.960996 1.286962 -0.11 -0.20 0.16
H -4.710569 0.181564 2.629949 0.07 -0.03 -0.18
H -5.058195 -0.281124 0.945776 0.22 0.20 0.27
H -0.957518 -0.306250 2.931282 -0.23 -0.17 0.16
H -1.539725 -1.762554 3.782748 -0.02 0.16 -0.09
H -2.427806 -0.233162 3.926388 0.15 -0.24 -0.12
H -4.760557 -3.064756 1.700937 0.20 0.03 0.17
H -4.295217 -2.696702 3.383266 0.05 -0.04 -0.17
H -3.262624 -3.740690 2.373676 -0.18 0.18 0.04
Te 0.307990 0.765727 -2.496047 0.09 -0.06 -0.16
C -0.385656 0.831974 -4.468384 -0.10 0.02 -0.02
C 0.140592 -0.031997 -5.432611 -0.15 0.09 -0.16
C -0.334930 0.002004 -6.738814 -0.05 0.10 0.14
C -1.335987 0.901268 -7.094688 0.09 -0.04 0.17
C -1.865670 1.762881 -6.140757 0.13 -0.10 0.13
C -1.396535 1.726955 -4.831384 -0.01 -0.09 -0.19
H 0.915315 -0.734721 -5.155640 0.01 0.01 0.02
H 0.074534 -0.675530 -7.477083 0.00 -0.01 -0.01
H -1.704659 0.925162 -8.110731 -0.02 0.00 -0.06
H -2.651058 2.456745 -6.409866 -0.02 0.02 -0.01
H -1.824558 2.383485 -4.084457 0.02 -0.01 0.00
```
Forces are in eV/Å.

Atom charges from the Mulliken analysis, given in e for atoms 1 to 8: 1.09 -0.92 1.47 -1.38 -1.95 0.76 -0.99 0.13

***

No. 3
Entry from OMol25: 5 unconnected molecules or ions with the total composition C21H47BF4NO5S4 in a non-equilibrium geometry (ωB97M-V with the def2-TZVPD basis set).

## Properties
Total charge ... +1
LUMO level ... -2.19 eV
Multiplicity ... 1

Structure (XYZ):
```
83
Properties=species:S:1:pos:R:3:forces:R:3
C -2.091372 0.644309 -0.180661 0.10 -0.49 0.59
C -0.989597 1.217170 -1.206177 -0.10 0.17 -0.10
B -0.597947 0.208321 -2.411938 -2.56 1.72 -0.37
O -1.446633 0.119578 -3.553163 1.49 -1.17 2.54
N 0.719580 -0.571174 -2.260546 0.66 0.57 -0.75
C 1.363085 -0.932337 -3.563499 1.00 -0.37 -2.52
C 0.640313 -2.114504 -4.369247 0.55 -0.12 -0.13
C -0.157982 -3.179946 -3.469181 0.37 0.40 -0.09
C -1.745401 -3.026218 -3.483440 -0.96 -1.44 -0.44
C -2.439764 -4.491147 -3.410450 -0.52 0.19 -0.35
F -2.252278 -2.451607 -4.719989 1.16 -0.50 1.61
C 0.495634 -3.167144 -1.984504 -0.03 -0.58 -0.73
C -0.105870 -4.311770 -1.008737 0.09 1.15 0.56
C -1.472610 -3.906171 -0.276870 -0.50 -1.48 0.97
C -1.358424 -3.872552 1.319053 -2.44 1.47 0.94
F -0.311852 -4.467319 2.045079 -1.46 1.64 -1.73
C -2.334961 -3.164176 2.057520 2.39 -0.99 -0.26
F -3.659132 -2.992562 1.664836 3.24 0.36 0.92
F -1.940752 -2.579803 3.273344 -1.93 -1.53 -2.21
C 0.546759 -1.718288 -1.300639 0.67 -1.42 1.55
H -3.128273 1.102001 -0.323391 1.59 -0.47 0.20
H -2.248515 -0.494152 -0.255510 0.28 1.51 0.04
H -1.701590 0.839487 0.878876 -0.78 -0.20 -1.49
H -0.041093 1.509750 -0.646953 -1.28 -0.24 -0.40
H -1.434822 2.177470 -1.653527 0.89 -1.36 0.53
H -2.355993 0.015805 -3.188600 0.55 0.63 -0.72
H 1.365371 0.104433 -1.794536 -0.36 -0.43 -0.42
H 2.481593 -1.174876 -3.461486 -1.81 0.48 0.48
H 1.331981 -0.005676 -4.244353 0.07 -1.28 1.31
H 0.036607 -1.638271 -5.201678 0.35 -0.87 1.23
H 1.481111 -2.703781 -4.888771 -1.21 0.97 0.80
H 0.085641 -4.214458 -3.904134 -0.47 1.53 0.64
H -2.174523 -2.380704 -2.653330 0.75 -0.60 -1.04
H -3.085094 -4.658206 -4.347546 1.06 0.51 1.32
H -1.672390 -5.334181 -3.417857 -1.04 1.17 0.28
H -3.167993 -4.576503 -2.530392 1.25 0.04 -1.19
H 1.593243 -3.475223 -2.150296 -1.61 0.52 0.14
H -0.280105 -5.283515 -1.563933 0.50 1.30 0.57
H 0.678415 -4.464162 -0.199868 -0.99 -0.09 -1.03
H -1.911623 -2.906284 -0.581956 0.70 -1.21 0.34
H -2.274132 -4.693889 -0.522816 1.22 1.18 0.28
H -0.331064 -1.471273 -0.624609 0.98 -0.44 -0.89
H 1.481388 -1.716060 -0.629341 -1.49 0.05 -0.91
C -0.662131 0.454978 4.048353 0.02 -0.12 0.10
S 0.459895 1.790928 3.612327 -0.09 -0.20 0.10
O 0.765289 1.624371 2.155089 0.05 -0.06 -0.03
C 1.874667 1.168115 4.543378 0.07 -0.05 -0.04
H -1.610234 0.620387 3.534922 0.09 0.10 0.01
H -0.236542 -0.497409 3.726593 0.06 0.08 -0.06
H -0.832945 0.445670 5.126774 -0.05 0.11 0.01
H 2.130861 0.163401 4.202646 -0.08 0.04 -0.05
H 1.631580 1.153943 5.607088 -0.07 0.05 -0.06
H 2.720556 1.835198 4.374434 -0.12 0.02 -0.04
C -4.429803 1.674996 7.282450 0.00 0.07 -0.08
S -3.249187 0.395627 7.759365 0.03 0.04 -0.03
O -1.911831 0.799849 7.227412 -0.28 -0.08 -0.12
C -3.905520 -0.878071 6.661002 0.02 -0.03 -0.10
H -4.185728 2.589294 7.823885 0.06 -0.13 0.01
H -4.364130 1.860280 6.208890 0.06 -0.06 0.04
H -5.438870 1.355710 7.547989 0.07 -0.03 0.03
H -3.873389 -0.530267 5.626761 0.03 0.06 0.06
H -4.932285 -1.111312 6.947353 0.06 0.03 0.04
H -3.289951 -1.772382 6.762209 0.01 0.11 0.07
C 3.229628 5.297654 -0.305929 0.03 0.16 -0.04
S 1.697967 4.425054 0.086332 -0.08 0.04 -0.03
O 0.613851 5.023647 -0.750883 0.28 -0.10 0.17
C 1.531922 5.100862 1.751308 -0.07 0.06 0.06
H 3.511527 5.056366 -1.331179 -0.10 -0.06 0.07
H 3.078298 6.374755 -0.214860 -0.07 -0.06 0.01
H 4.018832 4.970169 0.373102 -0.06 -0.04 -0.01
H 1.490565 6.190706 1.707839 0.01 -0.05 -0.11
H 2.379346 4.780687 2.359856 -0.03 -0.05 -0.07
H 0.608567 4.719616 2.187995 0.07 -0.07 -0.13
C 5.770704 2.334123 -3.606902 0.01 -0.16 0.04
S 4.010373 2.581980 -3.296780 0.16 0.21 -0.14
O 3.418156 1.244086 -2.973008 -0.12 -0.10 -0.09
C 3.575755 2.966314 -5.005584 -0.09 -0.12 -0.03
H 6.248947 2.043716 -2.671066 -0.12 0.04 -0.02
H 5.910445 1.543977 -4.346493 -0.09 0.03 0.03
H 6.211297 3.266079 -3.964423 -0.10 0.00 0.04
H 3.855340 2.135762 -5.656193 0.04 0.00 0.09
H 4.091003 3.876633 -5.315772 -0.02 -0.03 0.09
H 2.498240 3.124114 -5.061065 0.07 0.02 0.11
```
Forces are in eV/Å.

Atom charges from the Mulliken analysis, given in e for atoms 1 to 8: -0.38 -0.05 0.11 -0.59 0.22 -0.54 -1.04 -0.36

***

No. 4
Entry from OMol25: a molecular structure, C2H11N2Si2 in a non-equilibrium geometry (ωB97M-V with the def2-TZVPD basis set).

## Properties
Total charge ... +1
LUMO level ... -5.40 eV
Multiplicity ... 1

Structure (XYZ):
```
17
Properties=species:S:1:pos:R:3:forces:R:3
C 0.907754 -0.502971 1.197163 0.62 2.46 -1.42
C 1.145741 -0.289968 -1.207500 -2.37 -3.10 -1.37
N -2.040226 0.748957 0.051218 -1.53 0.73 1.01
N 0.421593 0.104756 -0.049864 -1.15 -0.34 0.42
Si -0.503215 1.614116 -0.121152 -1.01 -3.23 0.94
Si -1.990601 -0.923993 0.172788 1.87 2.12 -3.70
H 1.915162 -0.159907 1.359170 0.53 -0.19 0.45
H 0.272650 -0.129129 1.937787 -0.77 0.19 1.73
H 0.848195 -1.525486 1.071436 0.15 -2.30 0.19
H 1.040311 -1.424595 -1.353111 0.71 1.37 0.41
H 0.606002 0.056911 -2.059689 -0.31 0.51 -0.88
H 2.116913 0.025082 -1.330119 2.46 0.65 0.30
H -2.793616 1.261986 0.517837 0.12 -0.18 -0.23
H -0.420871 2.177883 -1.367171 0.42 1.09 -1.96
H -0.438963 2.396187 1.026542 0.42 1.27 1.29
H -2.076116 -1.564911 1.406103 -0.27 -1.01 1.31
H -2.050776 -1.562286 -1.232465 0.09 -0.05 1.50
```
Forces are in eV/Å.

Atom charges from the Mulliken analysis, given in e for atoms 1 to 8: -1.12 -1.10 -0.18 0.05 0.33 0.47 0.34 0.42

***

| no. | DFT total energy (eV) |
| --- | --- |
| 1 | -56794.20689 |
| 2 | -130049.72969 |
| 3 | -89143.16019 |
| 4 | -20980.43852 |